C13H25Cl8N5O8 | ωB97M-V/def2-TZVPD

Cartesian coordinates (Å):
C (0.243, -1.151, -5.073)
N (-1.012, -0.666, -5.667)
O (-1.054, 0.446, -6.205)
O (-1.958, -1.401, -5.648)
H (0.613, -1.812, -5.857)
H (-0.084, -1.729, -4.209)
H (0.910, -0.300, -4.932)
C (-0.376, -4.509, 3.372)
N (-1.271, -4.953, 2.304)
O (-2.088, -4.199, 1.820)
O (-1.097, -6.108, 1.969)
H (-0.542, -3.436, 3.469)
H (0.621, -4.745, 3.002)
H (-0.630, -5.065, 4.274)
C (0.213, -0.999, 5.874)
N (1.105, -0.382, 4.863)
O (0.858, -0.647, 3.696)
O (1.969, 0.432, 5.263)
H (0.712, -1.153, 6.831)
H (-0.131, -1.956, 5.483)
H (-0.725, -0.444, 5.908)
C (0.965, 3.705, -5.695)
N (0.899, 2.628, -4.684)
O (1.891, 1.865, -4.607)
O (-0.092, 2.512, -3.973)
H (1.550, 3.327, -6.534)
H (1.453, 4.492, -5.121)
H (-0.043, 4.085, -5.860)
C (-0.520, 0.219, 1.090)
C (0.164, 0.954, 0.123)
C (0.218, 0.477, -1.197)
N (-0.386, -0.688, -1.631)
C (-0.992, -1.400, -0.643)
C (-1.077, -0.989, 0.708)
H (-0.642, 0.599, 2.093)
H (0.619, 1.913, 0.323)
H (0.710, 1.127, -1.905)
H (-1.535, -2.296, -0.906)
H (-1.565, -1.639, 1.418)
Cl (-0.418, 3.110, 3.225)
C (-1.717, 3.558, 2.109)
Cl (-1.029, 4.264, 0.673)
H (-2.295, 2.717, 1.725)
H (-2.372, 4.287, 2.586)
Cl (1.472, -3.985, 0.319)
C (2.443, -2.517, 0.124)
Cl (4.035, -2.756, -0.684)
H (1.839, -1.916, -0.555)
H (2.606, -1.928, 1.027)
Cl (-4.473, 2.346, 3.719)
C (-4.399, 0.614, 3.336)
Cl (-2.783, 0.032, 3.841)
H (-5.188, 0.114, 3.898)
H (-4.438, 0.578, 2.248)
Cl (2.551, 3.238, -1.129)
C (3.867, 2.942, -2.253)
Cl (4.012, 4.313, -3.362)
H (4.751, 2.868, -1.620)
H (3.642, 2.007, -2.765)

Computed properties:
- Total charge: 0
- SMILES: C[N+](=O)[O-].C[N+](=O)[O-].C[N+](=O)[O-].C[N+](=O)[O-].c1ccncc1.ClCCl.ClCCl.ClCCl.ClCCl
- F_max: 2.72 eV/A
- Gap between HOMO and LUMO: 9.01 eV
- E: -5067.16727 Ha
- HOMO level: -9.41 eV

Mulliken atomic charge list, values in e, 5 entries: -0.393, 0.946, -0.555, -0.573, 0.283

---

C4H7BO2 | ωB97M-V/def2-TZVPD

Cartesian coordinates (Å):
C (-0.269, -1.714, 0.711)
B (-0.421, -0.284, 0.202)
C (-1.918, 0.349, -0.190)
O (-2.630, 0.204, -1.189)
C (0.505, 0.925, 0.005)
C (1.793, 0.717, -0.676)
O (2.166, -0.199, -1.339)
H (-1.229, -2.321, 0.788)
H (0.302, -1.769, 1.702)
H (0.437, -2.038, -0.179)
H (-2.089, 1.344, 0.463)
H (0.099, 1.648, -0.654)
H (0.846, 1.483, 0.923)
H (2.406, 1.654, -0.568)

Computed properties:
- Total charge: 0
- SMILES: CB(C=O)CC=O
- F_max: 3.42 eV/A
- Gap between HOMO and LUMO: 9.13 eV
- E: -331.87127 Ha
- Energy above the lowest of the compared OMol25 structures with the same formula, charge and spin: 83.8 kcal/mol
- HOMO level: -9.09 eV

Mulliken atomic charge list, values in e, 5 entries: -0.690, 0.088, 0.004, -0.478, -0.440

---

CH10NO2 | ωB97M-V/def2-TZVPD

Cartesian coordinates (Å):
C (2.501, 1.124, -1.008)
N (-1.732, -0.523, 1.491)
H (3.131, 2.019, -0.866)
H (1.405, 1.532, -0.921)
H (2.698, 0.315, -0.327)
H (2.332, 0.667, -2.004)
H (-2.508, -1.159, 1.765)
H (-1.365, -0.119, 2.339)
H (-0.472, -1.184, 1.071)
H (0.042, -2.220, 0.096)
O (0.382, -1.456, 0.554)
H (-2.054, 0.011, 0.060)
H (-2.500, 0.808, -1.318)
O (-1.860, 0.185, -0.931)

Computed properties:
- Total charge: +1
- F_max: 3.06 eV/A
- Gap between HOMO and LUMO: 3.43 eV
- E: -248.75948 Ha
- Energy above the lowest of the compared OMol25 structures with the same formula, charge and spin: 220.2 kcal/mol
- HOMO level: -14.99 eV

Mulliken atomic charge list, values in e, 5 entries: -0.844, -0.428, 0.286, 0.170, 0.197

---

C34H35N6O3P2S3Sc | ωB97M-V/def2-TZVPD

Cartesian coordinates (Å):
Sc (-0.576, -0.411, -0.714)
C (-2.408, 1.161, -6.090)
N (-2.487, 0.604, -4.751)
C (-3.581, -0.003, -4.200)
C (-3.225, -0.362, -2.935)
N (-1.934, 0.020, -2.699)
C (-1.508, 0.597, -3.810)
P (0.189, 1.133, -4.167)
C (0.969, -0.447, -3.736)
N (0.544, -1.262, -2.788)
C (1.321, -2.381, -2.864)
C (2.232, -2.232, -3.868)
N (2.002, -1.000, -4.422)
C (2.769, -0.387, -5.489)
C (0.524, 2.065, -2.651)
N (0.281, 1.672, -1.415)
C (0.746, 2.656, -0.591)
C (1.273, 3.662, -1.343)
N (1.126, 3.284, -2.649)
C (1.606, 4.029, -3.800)
H (-3.346, 0.961, -6.601)
H (-1.597, 0.701, -6.653)
H (-2.249, 2.238, -6.053)
H (-4.500, -0.122, -4.746)
H (-3.814, -0.856, -2.185)
H (1.172, -3.202, -2.187)
H (3.011, -2.879, -4.231)
H (3.339, -1.160, -5.998)
H (3.459, 0.357, -5.093)
H (2.103, 0.090, -6.207)
H (0.691, 2.572, 0.478)
H (1.733, 4.594, -1.068)
H (1.733, 5.070, -3.512)
H (0.886, 3.975, -4.613)
H (2.563, 3.639, -4.146)
C (3.847, -2.268, 0.447)
C (2.369, -2.046, 0.221)
S (1.949, -0.368, -0.139)
C (1.450, -3.018, 0.328)
C (1.772, -4.436, 0.725)
S (-0.277, -2.745, 0.060)
H (4.418, -1.582, -0.180)
H (4.158, -3.285, 0.213)
H (4.125, -2.060, 1.486)
H (2.803, -4.557, 1.053)
H (1.579, -5.131, -0.098)
H (1.120, -4.736, 1.549)
O (-2.156, 1.277, 0.003)
S (-3.196, 0.279, 0.325)
O (-4.510, 0.563, -0.177)
O (-2.632, -1.027, -0.090)
C (-3.349, 0.220, 2.099)
C (-4.623, 0.366, 2.636)
C (-4.795, 0.352, 4.009)
C (-3.694, 0.207, 4.842)
C (-2.427, 0.069, 4.300)
C (-2.234, 0.055, 2.920)
P (-0.538, -0.025, 2.197)
C (0.263, -1.351, 3.156)
C (1.656, -1.425, 3.195)
C (2.286, -2.474, 3.850)
C (1.536, -3.478, 4.444)
C (0.152, -3.434, 4.373)
C (-0.481, -2.380, 3.731)
C (0.064, 1.547, 2.950)
C (-0.643, 2.703, 2.601)
C (-0.278, 3.938, 3.111)
C (0.803, 4.045, 3.977)
C (1.504, 2.904, 4.333)
C (1.135, 1.663, 3.828)
H (-5.461, 0.492, 1.966)
H (-5.787, 0.464, 4.427)
H (-3.819, 0.211, 5.917)
H (-1.568, -0.030, 4.953)
H (2.248, -0.677, 2.682)
H (3.367, -2.516, 3.876)
H (2.029, -4.301, 4.945)
H (-0.443, -4.227, 4.807)
H (-1.560, -2.372, 3.663)
H (-1.482, 2.632, 1.918)
H (-0.844, 4.818, 2.834)
H (1.091, 5.009, 4.375)
H (2.342, 2.973, 5.015)
H (1.682, 0.784, 4.142)

Computed properties:
- Total charge: 0
- F_max: 0.27 eV/A
- Gap between HOMO and LUMO: 5.87 eV
- E: -4509.09128 Ha
- Energy above the lowest of the compared OMol25 structures with the same formula, charge and spin: 0.0 kcal/mol
- HOMO level: -5.72 eV

Mulliken atomic charge list, values in e, 5 entries: -0.168, -0.841, 0.190, -0.602, -0.839

---

C31H46BMnN9 | ωB97M-V/def2-TZVPD

Cartesian coordinates (Å):
Mn (0.214, -0.680, -1.791)
C (3.120, -2.821, -2.473)
C (3.631, -1.501, -1.891)
C (3.418, -0.356, -2.890)
C (3.014, -1.121, -0.571)
C (3.696, -0.726, 0.582)
C (2.737, -0.240, 1.451)
C (3.074, 0.423, 2.765)
C (2.822, 1.932, 2.691)
C (2.431, -0.175, 4.015)
N (1.534, -0.368, 0.839)
N (1.721, -0.899, -0.398)
B (0.145, 0.248, 1.161)
N (-0.007, 1.493, 0.207)
N (0.347, 1.300, -1.090)
C (0.131, 2.427, -1.755)
C (-0.402, 3.374, -0.881)
C (-0.486, 2.746, 0.357)
C (-1.010, 3.454, 1.589)
C (-1.424, 2.592, 2.781)
C (-0.024, 4.544, 2.034)
C (0.498, 2.554, -3.210)
C (0.075, 3.913, -3.763)
C (-0.101, 1.436, -4.062)
N (-1.019, -0.730, 0.795)
N (-1.399, -0.703, -0.512)
C (-2.518, -1.408, -0.639)
C (-2.873, -1.922, 0.604)
C (-1.909, -1.474, 1.495)
C (-1.945, -1.841, 2.961)
C (-0.665, -1.612, 3.749)
C (-3.127, -1.150, 3.653)
C (-3.279, -1.515, -1.930)
C (-4.706, -1.001, -1.713)
C (-2.634, -0.737, -3.073)
H (3.738, -3.121, -3.322)
H (2.097, -2.721, -2.830)
H (3.140, -3.623, -1.731)
H (4.700, -1.600, -1.700)
H (2.347, -0.197, -3.058)
H (3.875, -0.585, -3.854)
H (3.828, 0.583, -2.516)
H (4.760, -0.780, 0.758)
H (4.150, 0.274, 2.860)
H (1.761, 2.128, 2.526)
H (3.383, 2.386, 1.871)
H (3.123, 2.415, 3.625)
H (1.405, 0.168, 4.130)
H (2.993, 0.138, 4.898)
H (2.431, -1.266, 3.983)
H (0.102, 0.569, 2.300)
H (-0.699, 4.389, -1.101)
H (-1.911, 3.963, 1.241)
H (-0.559, 2.226, 3.336)
H (-2.022, 1.733, 2.468)
H (-2.023, 3.198, 3.463)
H (0.935, 4.107, 2.316)
H (-0.422, 5.084, 2.897)
H (0.159, 5.261, 1.233)
H (1.587, 2.477, -3.279)
H (-1.006, 4.046, -3.671)
H (0.341, 3.994, -4.818)
H (0.569, 4.726, -3.227)
H (-1.190, 1.460, -4.021)
H (0.226, 0.444, -3.747)
H (0.207, 1.534, -5.103)
H (-3.712, -2.560, 0.840)
H (-2.148, -2.914, 2.960)
H (-0.575, -0.564, 4.032)
H (0.219, -1.900, 3.177)
H (-0.687, -2.203, 4.667)
H (-2.997, -0.065, 3.636)
H (-3.193, -1.469, 4.697)
H (-4.072, -1.388, 3.163)
H (-3.337, -2.573, -2.200)
H (-4.682, 0.042, -1.386)
H (-5.227, -1.583, -0.952)
H (-5.278, -1.060, -2.641)
H (-2.656, 0.333, -2.854)
H (-3.176, -0.909, -4.003)
H (-1.607, -1.047, -3.256)
N (-0.090, -2.581, -2.309)
C (-0.163, -3.574, -1.702)
C (-0.281, -4.750, -1.000)
C (0.910, -5.441, -0.620)
N (1.893, -5.971, -0.331)
C (-1.586, -5.187, -0.616)
N (-2.655, -5.501, -0.317)

Computed properties:
- Total charge: 0
- F_max: 1.58 eV/A
- Gap between HOMO and LUMO (alpha / beta): 8.18 / 8.30 eV
- E: -2877.57772 Ha
- HOMO level (alpha / beta): -8.00 / -7.99 eV
- ⟨S²⟩: 1.1876
- 2S+1: 2

Mulliken atomic charge list, values in e, 5 entries: 0.029, -1.322, -0.151, -1.199, -0.030